This record from the Open Molecules 2025 dataset describes an isolated molecule of C22H28N2O3. The level of theory is the ωB97M-V functional and the def2-TZVPD basis.

The geometry in ORCA input format:
```
! RIJCOSX wB97M-V def2-TZVPD def2/J DEFGRID3
* xyz 0 1
O -3.87453 -1.66951 -1.00775
O 4.64420 -2.14146 -1.52323
O -2.54623 3.40070 -1.54021
N 4.39743 -0.50200 0.77143
N -0.49981 3.24899 -0.63844
C -2.76367 0.51387 -1.08202
C -5.05820 -1.17596 -0.41105
C 2.92897 2.45852 0.42968
C -4.02540 -0.51996 1.81715
C -1.60799 1.21981 -1.39462
C -1.61837 2.69668 -1.19511
C -6.47061 -1.05537 1.64782
C -1.69625 -1.51055 -1.80066
C -5.07695 -1.37386 1.11304
C -0.50858 0.57016 -1.94189
C 0.56827 2.60462 -0.00494
C 2.74249 1.30525 1.18280
C 0.36608 1.48684 0.80028
C 1.44438 0.84507 1.37559
C -2.81683 -0.86223 -1.27099
C 1.85765 3.10661 -0.15454
C 4.11526 -2.64482 -0.31959
C 3.42701 -1.54459 0.49014
C -0.56506 -0.79871 -2.14186
C 5.56558 -1.11030 -1.25972
C 3.92046 0.51845 1.69824
C 4.91501 0.03072 -0.47570
H -6.72541 -0.01670 1.44751
H -4.22495 0.53898 1.66535
H 4.11999 0.48167 -1.09452
H -0.63474 1.12241 0.97074
H -3.02918 -0.74665 1.44385
H 5.66571 0.79158 -0.25186
H 5.92064 -0.75975 -2.23034
H -1.74838 -2.57809 -1.94578
H -7.21973 -1.68953 1.17977
H 3.06935 -1.95967 1.43471
H -6.50733 -1.21590 2.72232
H -5.86235 -1.77354 -0.85399
H 6.41253 -1.50707 -0.67962
H 1.27260 -0.02391 1.99389
H 2.01791 3.99725 -0.74512
H -3.59660 1.07345 -0.68764
H -5.23539 -0.12771 -0.66699
H 0.37392 1.12577 -2.21950
H 0.28318 -1.31519 -2.56578
H -0.45433 4.25902 -0.69728
H 4.92211 -3.08525 0.28566
H 3.40216 -3.42245 -0.59839
H -4.85184 -2.42859 1.30520
H 2.56393 -1.16452 -0.08382
H 4.76302 1.18588 1.89922
H 3.92546 2.85387 0.29490
H -4.04079 -0.71852 2.88668
H 3.65418 0.00622 2.62699
*
```

Computed properties:
SMILES = CC(C)COc1cccc(C(=O)Nc2ccc(CN3CCOCC3)cc2)c1
Energy = -32391.1719 eV
Highest occupied orbital energy = -8.36 eV

Atom charges from the natural (NBO) analysis, given in e for atoms 1 to 5: atom 1 (O): -0.51, atom 2 (O): -0.52, atom 3 (O): -0.59, atom 4 (N): -0.43, atom 5 (N): -0.62

---

This record from the Open Molecules 2025 dataset describes a cluster of 2 separate species, C3H3Cl3OSi in total in a non-equilibrium geometry. The level of theory is the ωB97M-V functional and the def2-TZVPD basis.

The geometry in ORCA input format:
```
! RIJCOSX wB97M-V def2-TZVPD def2/J DEFGRID3
* xyz 0 1
Cl -1.47501 -1.89214 -2.12166
Cl -2.21332 -4.42431 0.15069
Cl 0.83149 -3.84733 -0.53654
Si -0.98330 -2.97571 -0.38286
O 2.11174 0.92527 1.99745
C 0.23738 3.20488 -0.23301
C 1.63192 1.63999 1.18323
C 0.78469 2.15917 0.32919
H 0.66221 4.28845 -0.15113
H -0.63501 3.06777 -0.94007
H -0.95279 -2.14605 0.70470
*
```

Computed properties:
SMILES = Cl[SiH](Cl)Cl.C=C=C=O
Energy = -50653.1507 eV
Highest occupied orbital energy = -9.11 eV

Atom charges from the natural (NBO) analysis, given in e for atoms 1 to 5: atom 1 (Cl): -0.36, atom 2 (Cl): -0.33, atom 3 (Cl): -0.35, atom 4 (Si): 1.25, atom 5 (O): -0.45

---

This record from the Open Molecules 2025 dataset describes an isolated molecule of C4H11N3O in a non-equilibrium geometry. The level of theory is the ωB97M-V functional and the def2-TZVPD basis.

The geometry in ORCA input format:
```
! RIJCOSX wB97M-V def2-TZVPD def2/J DEFGRID3
* xyz 0 1
O -2.13016 0.73294 0.19696
N 0.42379 -0.19449 2.25736
N -0.71522 -0.17512 1.77061
N 0.13572 0.51317 -0.55956
C -0.91122 0.02663 0.31705
C 0.38301 1.93076 -0.16354
C -1.24150 -1.41947 -0.08853
C 1.25373 -0.43116 -0.65217
H 0.97526 -1.19905 -1.47168
H 0.66204 2.19329 0.95670
H -2.68638 0.08629 -0.16786
H -1.27465 -1.50100 -1.19119
H 2.23036 0.17112 -0.96647
H -2.26479 -1.77513 0.29379
H -0.49134 -2.08405 0.41122
H -0.48202 2.52176 -0.35912
H 1.33051 -0.97842 0.27540
H 0.42269 -0.57698 3.33555
H 1.21289 2.29181 -0.77237
*
```

Computed properties:
SMILES = [H]/N=N/[C@@](C)(O)N(C)C
Energy = -10840.9789 eV
Highest occupied orbital energy = -8.24 eV

Atom charges from the natural (NBO) analysis, given in e for atoms 1 to 5: atom 1 (O): -0.69, atom 2 (N): -0.34, atom 3 (N): -0.15, atom 4 (N): -0.47, atom 5 (C): 0.46

---

This record from the Open Molecules 2025 dataset describes a structure of composition C29H23AsN3O8S6Ti in a non-equilibrium geometry. The level of theory is the ωB97M-V functional and the def2-TZVPD basis.

The geometry in ORCA input format:
```
! RIJCOSX wB97M-V def2-TZVPD def2/J DEFGRID3
* xyz -2 2
As -1.45263 -3.12587 -0.05953
Ti -0.54539 -0.34298 -0.68672
S -1.30834 -2.13014 -2.03177
S -0.57073 -1.63166 1.27035
S 0.23647 1.93544 -2.37892
S -0.42468 -4.98614 0.00787
S 2.06665 -0.83293 -2.57726
S -3.42818 -3.57812 0.61568
O 1.28851 1.91288 -1.40680
O -0.91067 1.05071 -1.98489
O 2.65655 1.49863 2.48461
O 3.18556 0.04090 -2.34514
O -4.20332 1.35560 0.59182
O -0.22670 3.25915 -2.73075
O 1.01609 -0.78980 -1.51253
O 2.40745 -2.18433 -2.92549
N -0.65740 1.07910 1.06128
N -2.66750 0.09261 -0.51147
N 1.95340 0.19078 0.79322
C -5.18349 -2.18478 -4.57065
C 0.64199 1.12822 -3.93378
C -4.19596 -0.53349 -2.54626
C -4.38571 -0.04272 -3.83535
C 1.65097 1.01473 1.69283
C 5.30620 -1.55474 0.50149
C 1.24274 -0.12551 -4.00159
C 1.27352 -0.82590 -5.19580
C 3.09018 -2.45076 0.64961
C 0.28224 1.45751 1.95296
C 0.09008 0.96902 -6.26632
C -3.72670 0.43011 -1.49015
C 0.05211 1.66704 -5.06995
C -1.32008 2.51192 3.40788
C -4.88168 -0.85837 -4.84290
C 4.95259 -3.92739 0.32500
C 5.81090 -2.83574 0.34572
C -1.97055 1.33858 1.41894
C -2.92877 0.86805 0.52236
C 0.69612 -0.27802 -6.33048
C 3.58817 -3.73443 0.47753
C -4.86970 0.82865 -0.55388
C -2.30568 2.07096 2.58154
C 3.93601 -1.34938 0.64912
C 3.82277 0.76232 2.09388
C 3.40998 0.05972 0.77920
C 0.01865 2.17189 3.10045
C -5.00477 -2.67494 -3.28456
C -4.53065 -1.85251 -2.27402
H -5.55796 -2.82753 -5.35954
H -3.36980 1.32820 -2.01445
H -5.46043 -0.04702 -0.26822
H 2.02708 -2.30950 0.78412
H 6.87925 -2.98197 0.22611
H -3.35374 2.25164 2.77849
H 4.65177 1.45876 1.97906
H 2.89261 -4.56525 0.45622
H 0.71171 -0.83007 -7.26176
H -0.43678 2.62739 -4.98262
H -5.51142 1.60150 -0.97499
H 5.98028 -0.70320 0.48990
H 5.34965 -4.92652 0.18578
H -4.40699 -2.25815 -1.27395
H -0.38568 1.38685 -7.14521
H 1.73990 -1.80202 -5.19337
H -1.54757 3.08440 4.29807
H -5.21533 -3.71214 -3.05229
H 4.05475 0.03231 2.87537
H -4.13020 0.98946 -4.05385
H 3.74696 0.62460 -0.09412
H 0.83812 2.43984 3.75006
H -5.02642 -0.45617 -5.83949
*
```

Computed properties:
Energy = -200268.4068 eV
Highest occupied orbital energy (alpha / beta) = -1.03 / -1.44 eV
Expectation value of S² = 0.76

Atom charges from the Löwdin analysis, given in e for atoms 1 to 5: atom 1 (As): -0.43, atom 2 (Ti): 0.58, atom 3 (S): 0.29, atom 4 (S): 0.27, atom 5 (S): 0.52